[1]
DFT (the ωB97M-V functional and the def2-TZVPD basis) results for a molecular structure, C15H36AlF4N5O18PS4 in a non-equilibrium geometry.

The geometry in XYZ format:
```
84
Properties=species:S:1:pos:R:3:forces:R:3:mulliken_charge:R:1
Al 10.474 -14.393 14.543 0.031 0.006 -0.123 0.990
N 7.949 -10.600 13.421 1.493 4.322 3.522 -0.088
S 6.943 -10.415 12.319 -4.076 -5.007 -5.970 1.072
O 7.577 -10.426 11.000 -0.777 0.495 1.923 -0.481
O 5.687 -9.759 12.485 0.903 0.969 0.396 -0.459
F 6.458 -11.972 12.550 0.102 0.453 -0.941 -0.316
S 8.056 -8.934 13.907 4.342 2.948 1.185 1.013
O 7.647 -8.638 15.277 0.171 -1.220 -2.680 -0.509
O 8.007 -7.828 12.897 -0.476 -3.858 2.479 -0.456
F 9.709 -9.202 14.041 -1.495 0.772 0.196 -0.276
N 14.313 -17.110 14.083 1.220 -0.570 3.526 -0.079
S 15.306 -17.842 15.205 -0.904 -0.043 8.879 1.081
O 16.657 -17.347 15.427 -1.823 -1.301 -1.561 -0.494
O 14.870 -19.197 15.590 1.531 2.432 -1.958 -0.495
F 14.576 -17.024 16.382 -0.140 0.196 0.141 -0.297
S 15.071 -17.811 12.989 -0.472 -0.201 -11.413 1.082
O 14.749 -19.175 12.668 0.860 0.207 1.442 -0.469
O 16.390 -17.308 12.672 -0.820 -0.732 0.958 -0.468
F 14.166 -17.111 11.841 0.444 0.179 0.043 -0.322
O 13.840 -11.258 17.681 1.060 2.313 0.843 -0.754
P 14.719 -10.359 18.502 -0.668 -1.261 0.532 0.528
N 13.850 -9.177 19.482 -0.250 -0.538 -1.835 0.252
C 12.554 -8.662 18.995 0.343 -1.958 0.400 -0.984
C 14.543 -8.209 20.272 1.067 -1.195 0.603 -0.963
N 15.780 -9.244 17.701 0.626 -0.026 1.322 0.255
C 16.959 -8.688 18.410 0.530 -0.390 -0.232 -1.021
C 15.254 -8.295 16.707 -0.969 -0.627 0.972 -0.955
N 15.688 -11.273 19.554 -0.548 1.386 -0.072 0.277
C 16.864 -11.915 18.985 -0.097 -0.011 0.416 -1.075
C 15.165 -11.984 20.741 -1.074 0.836 -0.374 -0.957
H 12.105 -9.498 18.459 -0.187 0.405 -0.432 0.367
H 12.680 -7.758 18.400 -0.131 0.079 0.011 0.333
H 11.933 -8.518 19.879 -0.051 0.506 -0.013 0.369
H 13.992 -8.133 21.210 -0.020 0.587 0.053 0.362
H 14.697 -7.264 19.751 -0.294 0.270 0.121 0.285
H 15.509 -8.652 20.513 0.075 0.340 0.263 0.400
H 17.843 -8.591 17.780 -0.180 -0.245 -0.758 0.344
H 16.806 -7.655 18.720 -0.482 0.023 0.259 0.409
H 17.330 -9.290 19.240 -0.580 -0.032 0.024 0.350
H 15.940 -8.268 15.861 -0.402 0.053 -0.189 0.345
H 14.212 -8.556 16.525 0.246 -0.485 -0.975 0.372
H 15.109 -7.311 17.153 0.712 0.335 0.134 0.325
H 17.095 -11.438 18.033 0.371 -0.411 0.061 0.377
H 17.665 -11.860 19.722 0.332 0.348 -0.217 0.337
H 16.680 -12.986 18.899 -0.135 -0.075 -0.584 0.386
H 14.375 -11.407 21.221 -0.062 0.195 -0.176 0.293
H 15.911 -12.108 21.526 0.333 -0.203 -0.436 0.344
H 14.692 -12.912 20.421 0.363 -0.295 0.171 0.366
C 13.013 -10.018 10.137 -0.343 -0.941 -0.255 -0.581
O 14.321 -10.129 10.714 1.135 1.148 -0.189 -0.310
C 14.633 -11.106 11.535 0.186 -0.169 1.363 0.793
O 13.844 -11.935 11.922 0.782 -0.147 0.088 -0.573
O 15.956 -10.944 11.981 -2.285 0.873 -1.978 -0.298
C 16.507 -11.844 12.881 0.490 -0.844 1.436 -0.653
H 12.738 -11.012 9.785 -0.202 0.129 -0.119 0.295
H 13.055 -9.321 9.300 0.433 -0.138 0.160 0.232
H 12.232 -9.664 10.810 0.380 -0.051 0.446 0.262
H 16.965 -12.725 12.432 -0.379 -0.055 -0.318 0.304
H 15.820 -12.137 13.675 -0.350 -0.220 -0.259 0.286
H 17.317 -11.346 13.413 0.055 0.363 -0.288 0.243
C 9.342 -21.325 9.440 0.429 -1.219 0.405 -0.595
O 9.695 -20.304 10.384 -0.784 0.258 2.072 -0.287
C 9.451 -20.412 11.747 0.208 0.317 0.534 0.776
O 9.654 -19.466 12.520 -0.564 -2.748 -2.146 -0.574
O 8.987 -21.686 12.106 0.868 1.817 -1.265 -0.316
C 8.981 -22.068 13.491 0.344 0.904 0.071 -0.613
H 9.634 -21.000 8.442 -0.211 0.416 0.294 0.246
H 8.307 -21.664 9.479 -0.151 0.609 0.068 0.288
H 9.918 -22.228 9.645 0.189 0.012 0.096 0.289
H 9.422 -21.259 14.073 -0.186 0.010 0.098 0.306
H 9.623 -22.940 13.616 -0.320 -0.118 -0.183 0.245
H 7.947 -22.232 13.792 0.184 -0.172 0.002 0.240
C 5.799 -11.946 19.804 -0.022 -0.307 -0.298 -0.629
O 6.994 -11.638 20.541 -1.863 0.175 1.803 -0.340
C 8.123 -12.188 20.187 -0.853 1.220 -0.235 0.825
O 8.259 -12.630 19.094 1.517 -1.280 -1.015 -0.584
O 9.056 -12.011 21.113 2.114 -0.276 -1.847 -0.296
C 8.764 -11.801 22.433 -1.747 -0.739 2.773 -0.685
H 5.773 -11.284 18.938 -0.409 -0.028 0.172 0.259
H 4.951 -11.884 20.484 0.216 0.768 -0.023 0.259
H 5.738 -12.980 19.463 0.693 -0.024 -0.121 0.314
H 9.570 -12.026 23.130 0.683 0.106 -0.784 0.269
H 8.024 -12.547 22.722 -0.347 0.102 0.193 0.318
H 8.354 -10.839 22.741 0.069 0.275 -0.684 0.293
```
Forces are in eV/Å.

Computed properties:
Frontier orbital gap ... 1.4 eV
Charge ... +1
Molar mass ... 836.69 g mol⁻¹
E_LUMO ... -10.03 eV



[2]
DFT (the ωB97M-V functional and the def2-TZVPD basis) results for 6 unconnected molecules or ions with the total composition C15H36N2O8S6.

The geometry in XYZ format:
```
67
Properties=species:S:1:pos:R:3:forces:R:3:mulliken_charge:R:1
N 3.578 5.226 -0.743 0.015 0.006 -0.080 -0.425
C 2.446 5.060 -0.656 -0.009 -0.021 0.115 -0.105
C 0.992 4.828 -0.458 0.566 -0.138 0.262 0.151
O 0.799 3.948 0.625 -0.253 0.289 -0.741 -0.419
C 0.323 6.166 -0.112 -0.365 0.122 -0.035 0.554
C 0.552 7.126 -1.196 0.162 0.202 -0.408 -0.001
N 0.765 7.857 -2.057 -0.152 -0.208 0.301 -0.445
C -1.189 6.082 0.253 0.641 0.260 -0.052 -0.928
S -2.123 4.669 -0.291 -0.700 -0.052 -0.042 1.113
O -2.328 4.788 -1.705 0.275 -0.001 -0.225 -0.649
O -3.259 4.566 0.585 0.074 0.063 0.009 -0.627
H 0.628 4.423 -1.406 -0.293 0.078 0.035 0.423
H 0.646 3.058 0.255 0.228 -0.549 0.794 0.243
H 0.840 6.557 0.766 0.030 -0.065 0.027 0.320
H -1.699 6.904 -0.248 -0.216 -0.051 -0.009 0.457
H -1.336 6.216 1.320 0.001 -0.319 0.093 0.373
H -1.352 3.582 -0.081 0.093 0.118 0.165 0.086
C 1.968 -0.357 2.241 0.027 -0.015 0.111 -1.093
S 1.515 0.252 0.620 0.016 0.114 -0.135 0.679
O 0.375 1.216 0.842 -0.203 0.257 -0.184 -0.840
C 0.766 -1.268 0.047 -0.119 -0.015 -0.030 -0.828
H 2.413 0.467 2.794 -0.002 0.025 -0.029 0.331
H 1.076 -0.715 2.756 -0.028 0.014 -0.055 0.337
H 2.695 -1.158 2.119 0.028 0.016 -0.045 0.389
H -0.043 -1.554 0.717 0.047 0.066 -0.002 0.247
H 1.525 -2.045 0.008 0.077 0.030 -0.023 0.300
H 0.375 -1.092 -0.954 0.054 0.055 -0.013 0.418
C 5.073 -2.654 -2.304 0.104 -0.207 0.041 -0.617
S 4.828 -0.981 -1.708 0.026 0.005 -0.019 0.317
O 3.821 -1.073 -0.613 0.058 -0.159 0.073 -0.530
C 3.953 -0.387 -3.157 -0.100 0.058 -0.049 -0.788
H 5.573 -3.218 -1.518 0.032 0.089 0.039 0.394
H 4.104 -3.095 -2.531 0.018 0.140 -0.004 -0.147
H 5.701 -2.638 -3.195 -0.003 0.024 -0.007 0.391
H 3.074 -1.005 -3.329 0.029 -0.059 0.016 0.158
H 4.620 -0.427 -4.018 0.014 0.009 -0.002 0.399
H 3.664 0.645 -2.965 0.045 0.007 0.040 0.337
C -4.556 1.104 5.118 -0.081 -0.030 0.023 -0.943
S -3.207 1.864 4.201 0.030 -0.028 -0.026 0.595
O -2.603 2.881 5.101 -0.018 0.021 0.029 -0.662
C -4.243 2.745 3.033 -0.038 0.055 -0.040 -0.562
H -4.123 0.533 5.937 0.040 0.012 -0.007 0.319
H -5.209 1.881 5.516 0.029 0.028 -0.010 0.300
H -5.112 0.438 4.458 0.002 -0.006 -0.003 0.320
H -4.921 3.404 3.577 0.026 -0.010 0.039 0.347
H -4.806 2.028 2.435 0.021 -0.012 -0.010 0.344
H -3.601 3.335 2.381 -0.051 -0.095 0.100 -0.022
C 1.718 -5.573 -3.026 -0.052 -0.041 0.049 -0.931
S 2.653 -4.714 -4.295 -0.075 -0.110 -0.061 0.505
O 2.457 -3.257 -4.062 -0.090 0.062 -0.014 -0.562
C 1.578 -5.159 -5.661 -0.041 -0.059 -0.068 -0.993
H 2.203 -5.386 -2.070 0.023 0.024 -0.009 0.296
H 0.698 -5.187 -3.003 0.016 0.041 -0.019 0.287
H 1.721 -6.642 -3.237 0.022 -0.005 0.005 0.404
H 0.568 -4.803 -5.456 0.019 0.030 0.037 0.304
H 1.586 -6.241 -5.789 0.016 -0.003 -0.010 0.391
H 1.964 -4.680 -6.558 0.031 0.018 0.015 0.333
C -2.604 -4.638 3.122 -0.043 -0.004 0.080 -0.949
S -2.280 -4.258 1.397 -0.048 -0.019 0.004 0.407
O -1.057 -3.412 1.366 -0.005 -0.068 0.042 -0.540
C -3.676 -3.150 1.179 -0.085 0.040 0.015 -0.833
H -1.808 -5.291 3.472 0.022 -0.004 -0.032 0.308
H -2.609 -3.715 3.701 0.022 0.022 -0.035 0.276
H -3.562 -5.151 3.205 0.004 -0.015 -0.008 0.392
H -3.604 -2.331 1.895 0.051 -0.010 0.006 0.193
H -4.604 -3.705 1.320 0.000 -0.008 -0.015 0.394
H -3.634 -2.759 0.165 0.032 -0.016 -0.013 0.311
```
Forces are in eV/Å.

Computed properties:
Frontier orbital gap ... 8.8 eV
Molar mass ... 564.86 g mol⁻¹
E_LUMO ... 0.21 eV



[3]
DFT (the ωB97M-V functional and the def2-TZVPD basis) results for 3 unconnected molecules or ions with the total composition C15H36N2OP.

The geometry in XYZ format:
```
55
Properties=species:S:1:pos:R:3:forces:R:3:mulliken_charge:R:1
C 3.193 3.856 -2.322 0.085 0.084 0.302 -1.330
C 2.756 3.555 -0.908 -0.402 0.491 -0.118 0.592
N 2.078 4.392 -0.221 0.165 -0.247 0.121 -0.723
C 3.127 2.225 -0.324 0.161 -0.327 -0.601 -0.587
N 3.310 1.218 -1.368 0.083 0.203 0.247 -0.483
P 3.520 -0.213 -0.716 -0.488 0.287 0.109 0.184
O 2.429 -0.888 0.059 -0.040 -0.414 0.125 -0.609
H 3.653 2.982 -2.763 0.049 -0.116 -0.151 0.397
H 2.335 4.176 -2.906 -0.150 -0.050 -0.151 0.299
H 3.891 4.691 -2.293 0.188 0.082 -0.061 0.291
H 1.918 5.232 -0.776 0.002 0.139 -0.031 0.270
H 4.062 2.392 0.242 0.062 0.024 0.173 0.349
H 2.357 1.959 0.403 -0.096 0.125 0.193 0.368
H 3.959 -1.024 -1.784 0.194 -0.020 0.017 -0.009
H 4.634 -0.098 0.177 0.233 -0.251 -0.128 -0.001
C -5.509 2.856 -0.110 0.059 -0.048 0.081 -1.189
C -4.218 3.313 0.564 -0.099 0.049 -0.014 -0.358
C -3.404 4.293 -0.279 0.039 0.048 0.011 -0.721
C -2.910 3.736 -1.615 -0.070 -0.063 -0.048 -0.733
C -2.048 2.478 -1.505 0.120 0.074 0.041 -0.459
C -0.755 2.694 -0.722 -0.231 -0.255 -0.061 -0.955
H -5.309 2.323 -1.041 -0.003 0.007 -0.016 0.279
H -6.067 2.180 0.540 -0.025 0.005 -0.016 0.374
H -6.151 3.709 -0.339 0.001 0.003 -0.036 0.288
H -3.609 2.442 0.818 0.031 0.008 -0.008 0.254
H -4.468 3.797 1.512 0.018 -0.019 0.019 0.363
H -2.550 4.638 0.308 0.019 -0.015 -0.013 0.324
H -4.014 5.182 -0.476 -0.019 -0.008 0.013 0.392
H -2.334 4.516 -2.121 0.024 -0.004 0.003 0.358
H -3.767 3.527 -2.264 -0.009 0.024 0.015 0.330
H -1.797 2.145 -2.516 -0.020 -0.035 0.000 0.349
H -2.624 1.665 -1.053 -0.027 0.007 -0.026 0.271
H -0.146 3.470 -1.178 0.029 0.074 0.017 0.184
H -0.162 1.779 -0.700 0.072 0.039 0.002 0.424
H -0.949 2.982 0.312 0.035 0.037 0.007 0.222
C -1.451 -5.694 1.988 0.038 -0.092 -0.076 -1.184
C 0.006 -6.149 2.010 -0.056 -0.001 0.107 -0.352
C 0.968 -5.078 2.521 0.045 0.032 -0.025 -0.770
C 1.023 -3.801 1.678 -0.041 -0.040 0.047 -0.642
C 1.395 -4.007 0.214 -0.009 0.051 -0.130 -0.320
C 2.790 -4.592 0.021 -0.075 -0.071 -0.027 -1.285
H -1.595 -4.844 1.320 0.004 0.022 0.012 0.285
H -2.104 -6.498 1.642 -0.025 0.013 0.017 0.374
H -1.780 -5.400 2.987 -0.003 0.039 0.000 0.287
H 0.302 -6.474 1.009 0.024 0.022 -0.009 0.240
H 0.090 -7.030 2.655 0.006 -0.019 -0.025 0.358
H 1.970 -5.512 2.593 0.005 0.006 -0.008 0.313
H 0.685 -4.808 3.544 -0.013 -0.022 0.009 0.383
H 1.746 -3.115 2.125 0.002 0.051 -0.051 0.338
H 0.059 -3.288 1.727 0.002 0.014 0.016 0.318
H 1.357 -3.036 -0.281 0.051 0.039 0.066 0.341
H 0.655 -4.646 -0.283 0.001 -0.030 0.044 0.321
H 3.540 -3.941 0.474 -0.007 0.026 0.002 0.268
H 3.025 -4.684 -1.041 0.036 0.020 0.002 0.360
H 2.883 -5.588 0.464 0.021 0.005 0.011 0.358
```
Forces are in eV/Å.

Computed properties:
Frontier orbital gap ... 6.9 eV
Charge ... -1
Molar mass ... 291.44 g mol⁻¹
E_LUMO ... 2.98 eV



Among the records above, which one has the highest frontier orbital gap?
C15H36N2O8S6